1.
Formula: C3H7F3KO2P
Source: OMol25
Level of theory: wB97M-V/def2-TZVPD

Properties
**Orbital gap**: 7.187 eV
**Highest occupied orbital energy**: -0.30352 hartree

Geometry as XYZ:
```
17
C3H7F3KO2P | OMol25 | wB97M-V/def2-TZVPD
F 2.2186 -0.2713 1.2276
C 2.0472 0.1144 -0.0548
F 2.0626 1.4542 -0.0504
F 3.1832 -0.2713 -0.7108
C 0.7984 -0.4710 -0.7667
C 0.0803 -1.6182 0.0110
O -1.2443 -1.2035 0.2344
P -1.3789 0.5051 0.1728
O -0.1545 0.5049 -1.0448
H 1.1826 -0.8531 -1.7239
H 0.5896 -1.8516 0.9522
H 0.0632 -2.5337 -0.5988
H -2.4566 0.5467 1.1948
H -2.3892 0.4285 -0.8632
H -1.4194 1.9497 0.0973
H -0.3952 0.6123 1.2275
K -2.7876 2.9578 0.6957
```


2.
Formula: C3H7FN2S
Source: OMol25
Level of theory: wB97M-V/def2-TZVPD

Properties
**SMILES string**: CS/C(CF)=N\N
**Orbital gap**: 9.258 eV
**Relative energy (zero: lowest compared OMol25 entry of this formula, charge and spin)**: 85.40 kcal/mol
**Highest occupied orbital energy**: -0.32483 hartree

Geometry as XYZ:
```
14
C3H7FN2S | OMol25 | wB97M-V/def2-TZVPD
C -0.8577 -1.6554 -0.9994
C 0.5216 0.3861 0.2993
C 1.8657 0.5161 0.2973
H -1.3368 -2.7063 -0.9562
H -0.1619 -1.3592 -1.8709
H -1.5969 -0.8724 -1.1199
H 2.2983 0.2887 1.2805
H 2.2698 1.5554 0.1492
H -1.7594 2.2130 1.6129
H -1.8053 0.3276 0.6541
N -0.2406 1.4315 0.2492
N -1.5550 1.4352 0.6692
F 2.4051 -0.3150 -0.7278
S -0.0469 -1.2452 0.4626
```


3.
Formula: C3H7FO2
Source: OMol25
Level of theory: wB97M-V/def2-TZVPD

Properties
**SMILES string**: CO[C@](C)(O)F
**Orbital gap**: 11.773 eV
**Relative energy (zero: lowest compared OMol25 entry of this formula, charge and spin)**: 12.99 kcal/mol
**Highest occupied orbital energy**: -0.39897 hartree

Geometry as XYZ:
```
13
C3H7FO2 | OMol25 | wB97M-V/def2-TZVPD
C 1.5071 -0.7906 0.7287
C -1.8738 0.9136 0.0689
C 0.2831 -0.1651 -0.1403
O 0.8419 0.7961 -1.1503
O -0.5983 0.3228 0.6850
F -0.1797 -1.2975 -0.8238
H 1.1059 -1.3357 1.5969
H 2.1120 -1.5900 0.1432
H 2.1243 -0.0268 1.0320
H -1.3084 1.7216 -0.5455
H -2.4843 1.1553 0.9039
H -2.4526 0.1355 -0.6296
H 0.9228 0.1608 -1.8689
```


4.
Formula: C3H7FO2
Source: OMol25
Level of theory: wB97M-V/def2-TZVPD

Properties
**SMILES string**: OC[C@H](O)CF
**Orbital gap**: 11.276 eV
**Relative energy (zero: lowest compared OMol25 entry of this formula, charge and spin)**: 7.14 kcal/mol
**Highest occupied orbital energy**: -0.38263 hartree

Geometry as XYZ:
```
13
C3H7FO2 | OMol25 | wB97M-V/def2-TZVPD
C -0.2050 0.8756 0.9427
C -0.5784 -0.2314 -0.0395
C 0.2210 -0.0888 -1.3257
H 1.2676 -0.2780 1.5397
H -0.1138 1.8682 0.4343
H -0.9015 1.0140 1.8066
H -1.6396 -0.1361 -0.2739
H 0.1466 -1.8622 -0.0641
H 1.2033 0.3560 -1.0805
H -0.3138 0.5834 -2.0541
O 1.0684 0.6517 1.5070
O -0.4163 -1.4554 0.5428
F 0.2615 -1.2972 -1.9353
```


5.
Formula: C3H7FO2Y
Source: OMol25
Level of theory: wB97M-V/def2-TZVPD

Properties
**⟨S²⟩**: 0.751
**Orbital gap (spin up / spin down)**: 6.415 / 6.570 eV
**Relative energy (zero: lowest compared OMol25 entry of this formula, charge and spin)**: 0.00 kcal/mol
**2S+1**: 2
**Highest occupied orbital energy (spin up / spin down)**: -0.26011 / -0.28699 hartree

Geometry as XYZ:
```
14
C3H7FO2Y | OMol25 | wB97M-V/def2-TZVPD
Y -1.8408 -1.1711 0.9615
O -2.3405 0.3961 -0.2583
C -1.3666 1.3185 -0.6054
C -0.0260 0.6387 -0.8532
O 0.2127 -0.2376 0.2500
C 1.4743 -0.8872 0.2211
H -1.2195 2.0805 0.1901
H -1.6215 1.8793 -1.5271
H 0.7956 1.3694 -0.9249
H -0.0529 0.0369 -1.7786
H 1.5633 -1.4994 1.1303
H 1.5568 -1.5190 -0.6776
H 2.2768 -0.1345 0.2061
F 0.5882 -2.2704 3.6659
```


6.
Formula: C3H7I2OP
Source: OMol25
Level of theory: wB97M-V/def2-TZVPD

Properties
**SMILES string**: CC(C)P(=O)(I)I
**Orbital gap**: 9.149 eV
**Relative energy (zero: lowest compared OMol25 entry of this formula, charge and spin)**: 4.92 kcal/mol
**Highest occupied orbital energy**: -0.35789 hartree

Geometry as XYZ:
```
14
C3H7I2OP | OMol25 | wB97M-V/def2-TZVPD
C 0.8335 0.9740 -0.2719
C -1.0315 -0.8792 0.0927
C -0.2285 0.3054 0.5815
O -2.6491 0.8058 1.9398
P -1.5769 1.4512 0.9598
I -2.6092 2.2733 -1.0379
I -0.6357 3.3755 2.0334
H 1.1687 1.8921 0.2007
H 1.7340 0.3215 -0.3769
H 0.5121 1.2271 -1.2681
H -1.7716 -0.5623 -0.6729
H -1.9136 -1.0291 0.8616
H -0.4660 -1.7143 -0.3203
H 0.1212 0.0622 1.6530
```